[1]
C4H7NO | the ωB97M-V functional and the def2-TZVPD basis

Summary:
ΔE to the lowest compared entry with this formula, charge and spin = 2.531 eV
Highest occupied orbital energy = -9.21 eV
Net charge = 0
Structure (SMILES) = CN1CC(=O)C1
LUMO level = 0.8 eV

The geometry in XYZ format:
```
13
Properties=species:S:1:pos:R:3:forces:R:3:lowdin_charge:R:1
H 0.516 -0.915 -1.824 0.0 0.0 0.1 0.119
C -1.222 0.025 -1.002 0.5 0.1 -0.2 -0.271
H -0.377 1.896 0.432 -0.7 -0.4 -0.3 0.117
H 0.119 1.693 -1.256 0.0 0.0 0.1 0.117
H 0.200 -1.918 -0.396 -0.7 0.2 -0.2 0.118
C 0.609 -0.219 1.436 0.1 0.0 0.1 -0.112
H 0.987 0.629 2.015 -0.1 -0.1 0.0 0.083
N 0.698 0.107 0.021 0.5 0.1 -0.1 -0.251
O -2.213 -0.001 -1.672 1.0 0.0 1.0 0.098
H -0.412 -0.459 1.796 0.1 0.1 -0.2 0.093
C 0.078 -0.908 -0.816 -0.2 -0.1 -0.2 -0.098
C -0.237 1.151 -0.369 -0.3 0.0 -0.2 -0.093
H 1.255 -1.079 1.635 -0.1 0.1 0.0 0.083
```
Forces are in eV/Å.

=====

[2]
C6H11N | the ωB97M-V functional and the def2-TZVPD basis

Summary:
ΔE to the lowest compared entry with this formula, charge and spin = 1.658 eV
Highest occupied orbital energy = -7.93 eV
Net charge = 0
Structure (SMILES) = C=C/C(=C\N)CC
LUMO level = 1.1 eV

The geometry in XYZ format:
```
18
Properties=species:S:1:pos:R:3:forces:R:3:lowdin_charge:R:1
C -0.116 0.005 0.000 -1.5 1.5 0.9 -0.281
H -3.060 -0.351 -1.146 0.0 0.4 -0.2 0.073
N -2.486 -0.300 -0.322 -0.1 0.0 0.1 0.040
H 1.618 0.546 1.032 0.7 0.0 -0.6 0.101
H 2.590 1.929 -1.015 -0.2 0.0 0.1 0.068
H 0.191 -1.293 2.485 0.8 0.3 -0.2 0.067
H 0.906 2.096 -1.558 0.2 0.1 0.1 0.069
H 1.712 0.623 -1.826 0.2 -0.4 0.3 0.069
C -1.319 0.494 -0.347 -0.7 -1.5 -0.4 -0.151
C 0.339 -1.886 1.581 -1.0 0.2 0.6 0.007
C 1.003 0.994 0.246 0.3 -0.3 0.2 -0.225
C 1.625 1.416 -1.087 0.1 0.2 -0.3 -0.105
H 0.508 -2.934 1.784 -0.1 -0.1 -0.3 0.048
H -2.442 -1.208 0.117 0.4 0.1 0.0 0.067
C -0.012 -1.410 0.387 0.7 -0.5 -0.1 -0.170
H 0.689 1.920 0.725 -0.6 0.0 0.0 0.102
H -1.553 1.502 -0.661 0.5 0.2 0.1 0.116
H -0.193 -2.143 -0.394 0.2 0.0 -0.3 0.104
```
Forces are in eV/Å.

=====

[3]
C36H46FN2O16S2 | the ωB97M-V functional and the def2-TZVPD basis

Summary:
Highest occupied orbital energy = -4.90 eV
Net charge = -1
LUMO level = 1.5 eV

The geometry in XYZ format:
```
103
Properties=species:S:1:pos:R:3:forces:R:3:lowdin_charge:R:1
H 0.143 -0.681 6.176 -0.1 -0.1 -1.3 0.096
C 2.467 -0.106 -0.558 -2.9 -0.2 -0.2 -0.056
H 2.736 2.104 -3.346 0.4 -1.0 0.6 0.119
O -1.073 6.960 -3.585 -0.6 0.5 0.0 -0.210
O 4.390 -3.185 -2.373 -0.1 0.2 1.1 0.053
H -2.445 4.210 -2.422 -0.1 -0.1 0.3 0.106
H 2.344 6.694 -8.108 0.0 0.0 0.0 0.131
H -3.518 1.187 3.455 0.3 -1.0 -0.5 0.118
H -4.895 -5.629 1.532 0.4 0.6 -0.9 0.108
H -0.100 -4.866 1.572 0.0 -1.0 -0.3 0.087
H 5.892 -0.946 -0.914 -1.1 -0.2 -0.3 0.129
H -4.185 -1.536 4.203 -0.2 0.7 -0.7 0.104
O -2.322 -1.126 0.326 0.6 0.2 0.5 0.120
H 0.258 7.901 -8.472 -0.1 -0.2 -0.1 0.134
N 4.001 3.492 -2.037 -0.8 1.1 0.5 -0.030
H -6.330 -1.358 2.206 1.0 -0.2 0.1 0.103
C 0.744 1.028 -2.128 0.0 -1.5 2.3 -0.092
H -2.198 -6.862 -0.135 0.0 -0.2 0.9 0.121
O -1.382 8.089 -1.413 -0.4 0.3 -0.3 -0.238
H -5.313 -0.109 3.912 1.0 -0.8 -0.1 0.101
C -2.345 -6.593 0.948 -0.4 1.9 -0.2 -0.234
H -5.328 -3.488 2.968 0.8 0.0 -0.7 0.115
H 4.573 -4.483 -0.424 0.1 0.5 0.2 0.089
C 0.259 7.127 -7.707 -0.1 0.3 0.6 -0.168
H 3.109 -2.965 6.040 -0.9 0.7 0.4 0.069
C -4.394 -5.036 0.706 0.3 0.8 0.1 -0.210
H 2.056 7.455 -6.524 -0.1 -0.2 0.1 0.137
C 0.916 -1.125 4.078 -2.4 0.7 -0.9 -0.099
S 0.311 4.664 -7.391 0.1 0.4 0.0 0.633
O 3.059 3.925 -1.485 0.6 -0.1 -0.5 0.091
C 3.238 1.356 -2.665 -1.7 0.5 0.3 -0.123
H -4.616 -5.526 -0.279 0.2 0.3 0.8 0.107
H 4.760 -2.206 4.802 0.0 1.2 0.1 0.063
C -3.367 0.189 2.939 0.9 0.6 1.0 -0.147
H -2.310 -4.452 0.184 -0.4 -0.6 0.9 0.121
H 5.280 -0.828 5.861 -0.4 -0.2 -1.1 0.069
O -0.618 4.303 -6.376 0.3 -0.2 -0.4 -0.216
C 2.188 -2.330 5.931 0.4 -0.4 -1.5 -0.081
C 3.391 -0.396 4.644 1.4 -0.9 -0.1 -0.191
H 5.546 -0.793 4.031 -0.6 -0.1 1.0 0.066
C -2.830 -5.072 0.970 -0.6 -0.8 -0.1 -0.191
O -2.848 6.232 -2.094 0.6 0.9 0.0 -0.186
H 4.703 -0.741 -2.244 -0.1 -0.5 1.0 0.094
C 1.436 -1.469 1.498 -0.8 0.8 -0.3 -0.265
H -2.169 0.047 5.502 0.7 -0.3 -0.7 0.106
C -5.211 -1.445 2.174 0.9 -1.1 1.0 -0.196
F 0.459 1.783 -3.245 0.7 -0.9 1.3 0.049
C 2.345 -1.570 4.522 -0.4 0.0 1.1 -0.327
C -2.426 5.159 -2.954 -0.1 -0.5 -0.6 -0.144
C 4.836 -1.079 4.856 -0.1 -0.2 -0.2 -0.118
C 2.135 0.729 -1.750 -1.2 -0.3 -0.1 -0.033
H -0.296 5.322 -2.614 -0.1 0.0 0.0 0.136
H -2.553 -4.686 1.992 -0.4 -0.2 -1.1 0.112
N 4.886 -3.549 -0.121 0.5 0.6 -1.4 0.101
H -3.623 -2.909 2.449 -1.2 -0.4 -0.3 0.099
H -4.869 -0.976 1.215 -0.2 -0.3 1.0 0.098
H -3.409 0.414 1.842 -0.2 -0.5 1.1 0.110
C 0.457 -1.087 2.669 -0.8 0.4 1.2 0.005
O -3.044 8.407 -3.254 0.4 0.2 0.3 -0.244
C -0.097 -0.700 5.082 -0.9 0.2 -1.9 -0.014
C -0.425 0.548 -1.342 2.3 -0.1 0.1 0.053
C 3.920 -0.442 -0.113 0.3 0.9 -0.4 -0.128
O 4.142 2.119 -1.803 0.5 -1.4 -0.7 -0.161
H 5.915 -3.621 -0.068 -0.6 0.2 0.5 0.089
H 4.415 0.549 0.126 -0.5 -1.0 -0.3 0.116
H -4.418 -2.887 -0.016 -0.5 -0.7 0.7 0.112
C -1.461 -0.284 4.707 1.6 -0.6 -1.7 -0.013
C -4.515 -0.770 3.458 -1.4 1.1 -1.8 -0.181
C 4.814 -1.144 -1.210 0.8 -0.4 1.0 -0.094
C -0.090 -5.915 1.158 0.2 0.5 -0.3 -0.120
O -0.298 5.913 -8.217 0.6 -0.5 0.0 -0.187
O -2.383 2.098 -1.603 2.9 -1.8 0.6 -0.112
C -4.958 -3.540 0.725 0.5 -1.2 1.2 -0.200
H -6.068 -3.520 0.516 1.1 -0.1 0.1 0.112
O -2.507 0.122 -2.539 1.9 -0.9 0.5 -0.020
H 2.809 -2.340 3.841 -0.9 1.0 0.4 0.124
C -1.265 -0.749 0.768 1.1 0.6 0.2 -0.249
C 1.300 -0.577 0.219 -0.3 0.9 -1.0 -0.001
C -4.716 -2.975 2.177 -1.0 2.1 -1.1 -0.218
O 0.841 3.726 -8.318 -0.3 0.1 0.3 -0.214
C -0.102 -0.236 -0.158 1.1 0.4 -0.7 0.012
C -1.854 0.923 -1.849 -3.6 2.3 -0.8 -0.646
O 2.209 -2.403 1.566 -0.5 0.7 0.1 0.071
C 4.663 -2.697 -1.288 -0.2 0.1 -1.1 -0.457
S -2.117 7.597 -2.532 0.0 -1.1 0.0 0.613
H 1.325 -3.042 5.790 0.8 0.8 0.6 0.091
H 3.244 0.265 5.539 -0.4 -0.4 -1.0 0.106
O 1.537 5.451 -6.690 -0.6 -0.1 -0.1 -0.188
C 1.660 6.756 -7.258 0.2 0.3 -0.4 -0.171
H 3.991 -1.053 0.821 -0.5 0.5 -0.9 0.100
H -0.734 5.035 -4.315 -0.1 0.3 0.0 0.098
H -3.163 -7.211 1.400 1.0 0.3 -0.3 0.120
H -0.354 7.452 -6.862 0.1 0.0 0.0 0.134
C -1.924 -0.272 3.303 2.1 -0.8 0.5 -0.124
H -0.241 -5.828 0.044 0.4 -0.1 0.9 0.094
C -1.029 5.536 -3.396 0.3 -0.6 0.5 -0.160
H 3.479 0.207 3.695 -0.5 -0.5 1.1 0.108
H -3.112 5.114 -3.803 0.0 0.0 0.0 0.137
O -1.142 -6.715 1.719 0.1 -0.2 -0.8 -0.222
H 0.918 -6.366 1.378 -1.2 0.3 -0.2 0.093
H 2.047 -1.628 6.789 0.1 -0.7 -0.7 0.074
C -0.928 -0.691 2.302 0.6 -0.1 1.1 0.003
H 3.767 0.626 -3.326 -0.1 0.6 0.9 0.121
```
Forces are in eV/Å.

=====

[4]
C13H46CaO19P2S | the ωB97M-V functional and the def2-TZVPD basis

Summary:
Highest occupied orbital energy = -9.00 eV
Net charge = 0
LUMO level = -1.3 eV

The geometry in XYZ format:
```
82
Properties=species:S:1:pos:R:3:forces:R:3:lowdin_charge:R:1
C 8.038 15.949 10.569 0.2 -0.2 0.0 -0.047
H 9.274 18.187 7.408 0.2 0.5 -0.2 0.009
P 9.702 16.942 12.357 -0.7 0.1 0.2 0.361
O 10.947 16.405 11.741 0.3 -0.6 -0.1 -0.371
H 7.000 18.076 6.643 0.3 -0.2 0.0 0.078
H 10.230 18.316 10.133 -0.2 -0.1 -0.1 0.060
O 12.188 16.723 6.715 0.3 -0.2 0.4 -0.315
O 8.427 16.114 11.955 0.0 -0.3 0.1 -0.191
H 17.098 15.736 8.702 0.1 0.2 0.0 0.084
O 12.221 17.042 9.165 0.6 0.7 -0.1 -0.477
H 12.793 18.278 6.135 0.0 0.4 -0.1 0.004
S 11.559 16.415 7.987 -1.1 0.4 0.5 0.361
H 9.975 19.954 10.655 0.1 0.0 0.7 0.099
H 7.606 14.960 10.449 -0.1 0.0 0.2 0.098
O 17.193 16.376 10.698 0.0 0.2 0.3 -0.203
H 9.070 15.354 15.149 0.0 0.0 0.0 0.097
H 13.828 16.454 5.975 0.0 -0.1 -0.5 0.012
C 16.902 18.700 12.315 1.0 0.6 0.3 -0.086
H 7.301 16.709 10.328 0.1 0.0 -0.1 0.095
H 14.354 17.609 3.923 -0.1 0.0 0.2 0.075
O 12.275 12.653 7.221 0.1 -0.5 0.5 -0.144
H 6.825 19.641 7.357 0.5 0.3 0.1 0.077
H 8.555 18.985 10.293 0.1 -0.1 -0.3 0.087
O 14.643 16.260 5.491 0.5 -0.3 0.6 -0.139
H 7.363 18.291 8.369 -0.4 0.0 0.0 0.055
H 15.496 16.310 3.640 0.1 0.0 0.3 0.074
H 10.775 15.781 15.321 0.1 0.2 -0.2 0.094
H 12.014 20.392 7.004 0.4 0.4 -0.1 0.074
H 17.602 14.531 9.844 0.0 0.1 0.3 0.095
Ca 12.423 15.192 10.442 0.6 1.3 0.1 1.584
H 13.808 15.954 3.578 -0.3 0.0 0.3 0.078
C 12.082 20.069 5.955 -1.2 -0.6 1.2 -0.142
H 12.346 18.624 11.689 0.0 0.0 -0.2 0.067
H 13.832 19.615 11.565 0.2 -0.4 -0.3 0.061
H 12.096 14.136 5.742 -0.2 -0.2 0.0 0.068
H 10.212 14.861 13.885 0.1 -0.1 0.1 0.079
C 17.683 15.595 9.614 -0.3 -0.8 -0.8 -0.069
C 9.969 15.642 14.606 -0.4 -0.3 -0.1 -0.071
H 8.637 15.931 7.735 0.0 -0.3 -0.4 0.008
H 13.744 13.823 6.208 0.0 -0.1 0.5 0.070
H 7.608 13.370 7.150 0.0 -0.1 0.1 0.080
C 12.763 13.344 6.094 0.4 0.2 -0.5 -0.166
O 9.677 16.865 13.921 0.2 0.5 -0.1 -0.181
H 11.093 19.607 5.830 0.1 0.0 -0.5 0.068
C 9.606 16.567 4.326 -0.6 0.3 -0.6 -0.156
H 16.685 19.765 12.372 -0.4 -0.1 -0.1 0.096
H 12.330 20.414 11.716 -0.3 -0.3 0.2 0.083
H 15.106 16.757 7.985 0.0 0.0 0.3 0.073
C 12.786 19.528 11.260 0.0 1.3 0.1 -0.155
H 16.001 18.159 7.418 0.2 0.0 0.2 0.103
H 9.227 16.676 3.305 0.0 -0.2 0.0 0.078
H 8.985 13.693 8.220 0.1 0.1 0.0 0.068
H 17.293 18.378 13.280 -0.4 -0.2 0.1 0.094
H 9.116 13.890 6.453 0.2 0.2 0.1 0.074
O 9.403 18.444 12.066 0.7 0.1 0.3 -0.166
O 8.827 19.016 7.157 -0.5 0.0 -0.1 -0.138
O 15.740 17.956 11.949 0.3 -0.6 -0.2 -0.193
C 7.454 18.750 7.377 -0.2 -0.3 0.3 -0.165
C 9.560 18.951 10.708 -0.3 0.0 -0.6 -0.037
H 11.418 16.663 5.073 -0.3 -0.1 -0.2 0.016
O 13.121 19.123 5.795 0.3 0.3 -0.3 -0.135
H 12.463 18.796 9.509 0.1 0.1 -0.2 0.012
C 8.461 14.029 7.320 -0.4 -0.2 -0.4 -0.163
P 15.775 17.072 10.645 0.2 0.8 -0.1 0.366
H 12.909 12.603 5.308 -0.3 0.0 -0.1 0.083
H 11.945 13.283 7.877 0.1 0.1 -0.8 0.007
O 15.805 18.132 9.488 0.0 -0.8 0.1 -0.174
H 17.739 18.578 11.627 -0.3 -0.1 -0.3 0.086
H 8.918 16.009 9.930 -0.1 0.2 -0.1 0.060
H 9.151 15.672 4.762 0.1 0.0 0.1 0.065
C 15.289 17.814 8.164 -0.2 0.6 -0.6 -0.054
O 11.676 14.970 8.347 -0.2 -0.7 0.0 -0.490
C 14.546 16.552 4.123 0.1 0.1 -0.9 -0.163
O 14.661 16.105 10.584 -0.8 -0.7 0.2 -0.329
H 18.724 15.812 9.392 0.0 0.3 0.3 0.097
H 9.215 17.449 4.845 0.3 0.0 0.3 0.072
O 11.006 16.508 4.211 0.3 0.0 0.1 -0.123
O 12.595 19.689 9.864 0.1 -0.5 0.3 -0.126
H 12.141 20.924 5.289 0.5 -0.1 -0.1 0.077
O 7.937 15.335 7.419 -0.1 0.1 0.4 -0.143
O 10.152 16.815 7.995 0.1 -0.2 0.0 -0.326
H 14.379 18.394 8.034 -0.1 -0.1 0.0 0.075
```
Forces are in eV/Å.

=====

| no. | frontier orbital gap (eV) |
| --- | --- |
| 1 | 10.05 |
| 2 | 9.05 |
| 3 | 6.39 |
| 4 | 7.66 |